1.
Here is a molecular structure, C12H35NaO15P2S2 at a distorted geometry from OMol25. Energies are from the ωB97M-V functional and the def2-TZVPD basis.

Structure (XYZ):
```
67
Properties=species:S:1:pos:R:3
Na 1.4163 0.8431 -0.7228
O 2.2528 3.1496 -0.9693
H 1.3659 2.9862 -1.3015
O 0.3936 1.4373 -2.9603
S -0.8624 1.9703 -3.4196
O -1.6420 1.2406 -4.3785
O -1.6977 2.2587 -2.0790
C -3.0286 2.7880 -2.2051
C -3.3407 3.4995 -0.9045
C -0.4632 3.6757 -3.9547
H -3.7492 1.9774 -2.3401
H -3.0856 3.4350 -3.0803
H -3.2439 2.8397 -0.0435
H -4.3574 3.8941 -0.8962
H -2.6533 4.3396 -0.7889
H 0.1451 3.6285 -4.8519
H 0.0667 4.1354 -3.1234
H -1.4107 4.1678 -4.1663
O 1.0830 -1.4978 -1.4094
S 0.9609 -2.7242 -2.1512
O 1.8160 -3.8274 -1.9123
O -0.5968 -3.1726 -1.9756
C -0.9592 -4.4975 -2.4101
C -2.2530 -4.8478 -1.7120
C 1.0077 -2.2936 -3.9052
H -0.1202 -5.1753 -2.2460
H -1.1189 -4.5014 -3.4923
H -2.5598 -5.8502 -2.0125
H -3.0531 -4.1713 -2.0254
H -2.2814 -4.7545 -0.6270
H 0.4096 -1.3969 -4.0289
H 0.7332 -3.1646 -4.4926
H 2.0661 -2.0947 -4.0763
C 5.3009 0.6028 1.3963
O 4.7031 -0.5986 1.8673
P 3.2082 -0.6241 2.3942
O 2.2791 0.0392 1.4817
O 3.3456 -0.1148 3.8712
C 2.3905 -0.3493 4.8866
O 2.8992 -2.1676 2.6558
C 2.7236 -3.1027 1.5934
H 5.7177 1.1595 2.2476
H 4.5658 1.2762 0.9502
H 6.1539 0.4081 0.7535
H 2.2026 0.5429 5.4766
H 2.7562 -1.1611 5.5166
H 1.4203 -0.6972 4.5233
H 2.4844 -2.6079 0.6515
H 1.9620 -3.7953 1.9357
H 3.6539 -3.6361 1.3852
C -1.3881 0.1100 4.1551
O -0.6112 0.5850 3.0594
P -1.3110 1.0625 1.7104
O -0.4367 1.4226 0.5963
O -2.2529 2.2630 2.2045
C -1.7063 3.5148 2.5905
O -2.4206 -0.0126 1.4022
C -2.3401 -0.8235 0.2202
H -1.1613 -0.9448 4.3234
H -2.4646 0.1873 4.0020
H -1.0953 0.6882 5.0315
H -0.6624 3.6113 2.2783
H -1.7882 3.7013 3.6633
H -2.2750 4.2941 2.0762
H -3.3074 -0.7845 -0.2842
H -2.1917 -1.8521 0.5442
H -1.5939 -0.4935 -0.4974
```

## Properties
HOMO = -0.2069 Eh
gap between HOMO and LUMO = 5.82 eV
ΔE to the lowest compared entry with this formula, charge and spin = 44.0 kJ/mol

Atom charges from the Löwdin analysis, given in e for atoms 1 to 8: Na 0.32; O -0.53; H -0.21; O -0.28; S 0.62; O -0.28; O -0.26; C -0.26


2.
Here is a molecular structure, C12H36BeNO15 at a distorted geometry from OMol25. Energies are from the ωB97M-V functional and the def2-TZVPD basis.

Structure (XYZ):
```
65
Properties=species:S:1:pos:R:3
Be -1.4938 -0.5850 3.8028
N -0.5123 0.0288 0.1413
O 0.4361 0.7204 -0.2647
O -0.7312 -0.0620 1.3983
O -1.1910 -0.6810 -0.6237
C -4.7319 -0.3231 -1.6514
C -5.6032 -0.9890 -0.6062
O -4.8815 -1.8552 0.2884
O -3.7058 0.4834 -1.1325
H -5.3971 0.2733 -2.2767
H -4.2788 -1.0888 -2.2919
H -6.3323 -1.6360 -1.1057
H -6.1910 -0.2211 -0.0920
H -5.2544 -2.7222 0.1235
H -2.9910 -0.0573 -0.7792
C 3.1604 1.3975 -2.5484
C 2.3921 2.7178 -2.5536
O 0.9862 2.5625 -2.5028
O 2.9850 0.6148 -1.3738
H 4.2331 1.5416 -2.6666
H 2.8204 0.8655 -3.4458
H 2.6356 3.2087 -3.4970
H 2.7123 3.3647 -1.7277
H 0.7678 2.1555 -1.6590
H 2.0396 0.5218 -1.1904
C 1.3777 0.5454 4.3843
C 1.2357 -0.5014 3.3664
O 0.0106 -1.2733 3.6813
O 0.1073 1.1480 4.4394
H 1.9949 1.3832 4.0398
H 1.6838 0.2413 5.3868
H 2.0889 -1.1792 3.3658
H 1.0763 -0.0898 2.3694
H -0.0425 -2.0347 3.0574
H 0.0345 1.8966 5.0444
C 1.2425 3.4138 1.7771
C 2.1066 4.5137 2.3534
O 2.9060 4.0799 3.4363
O 2.0837 2.4854 1.1224
H 0.5744 3.9091 1.0599
H 0.6198 3.0193 2.5953
H 1.4565 5.3491 2.6258
H 2.7086 4.9493 1.5468
H 3.1690 3.1754 3.2318
H 1.5084 1.8316 0.6917
C -0.0529 -0.8832 -3.9155
C 1.0220 -1.8659 -4.3116
O 2.2106 -1.1983 -4.7805
O -1.1295 -1.5359 -3.2886
H -0.4070 -0.3937 -4.8243
H 0.4306 -0.1308 -3.2840
H 0.7370 -2.5390 -5.1254
H 1.3504 -2.4779 -3.4619
H 2.8392 -1.8902 -5.0001
H -1.1613 -1.3400 -2.3461
C -1.3642 -3.2253 0.8968
C -0.0159 -2.9279 0.2810
O 0.8766 -4.0202 0.5039
O -1.3064 -3.2544 2.3236
H -1.6751 -4.1916 0.4868
H -2.1523 -2.5793 0.5057
H 0.4089 -2.0437 0.7860
H -0.0169 -2.6748 -0.7780
H 1.3004 -3.8605 1.3493
H -1.7098 -4.0657 2.6422
```

## Properties
HOMO = -0.4085 Eh
gap between HOMO and LUMO = 2.43 eV
net charge = +1
ΔE to the lowest compared entry with this formula, charge and spin = 117.6 kJ/mol

Atom charges from the Löwdin analysis, given in e for atoms 1 to 8: Be 1.15; N -0.44; O 0.02; O -0.07; O 0.00; C -0.25; C -0.23; O -0.08


3.
Here is 7 unconnected molecules or ions with the total composition C12H36ClO10 at a distorted geometry from OMol25. Energies are from the ωB97M-V functional and the def2-TZVPD basis.

Structure (XYZ):
```
59
Properties=species:S:1:pos:R:3
Cl -0.4214 0.1692 1.1711
O 0.5124 1.0558 1.7038
O -1.4480 0.9852 0.5881
O 0.1435 -0.6164 0.1469
O -0.9357 -0.5920 2.2817
C -4.8348 2.9163 -2.6175
C -3.8398 1.9920 -1.7436
C -2.5636 1.5967 -2.5402
O -3.2636 2.7706 -0.6939
H -5.4584 2.3424 -3.3029
H -4.3630 3.8223 -2.9978
H -5.5694 3.3471 -1.9371
H -4.2996 1.0842 -1.3530
H -2.1696 0.6293 -2.2287
H -1.7785 2.3389 -2.6843
H -2.8558 1.3436 -3.5593
H -2.4100 2.3771 -0.4988
C 3.1746 -1.5995 1.8911
C 3.8301 -2.5202 0.8259
C 4.0376 -3.9936 1.2013
O 2.8669 -2.4136 -0.2367
H 3.6632 -1.8364 2.8362
H 2.1038 -1.7268 2.0504
H 3.2777 -0.5292 1.7125
H 4.7850 -2.1291 0.4748
H 4.9124 -4.0666 1.8475
H 4.3507 -4.5619 0.3254
H 3.1239 -4.4474 1.5851
H 1.9997 -2.5026 0.1653
C 1.3001 1.1607 -2.7960
C 2.0048 2.4469 -2.3827
C 2.3302 2.4262 -0.9894
O 3.2162 2.3537 -2.9877
H 1.8727 0.3169 -2.4109
H 1.1781 1.0280 -3.8710
H 0.2564 1.0448 -2.5039
H 1.5725 3.4108 -2.6512
H 1.5015 2.8674 -0.4355
H 3.1714 3.0090 -0.6143
H 2.5464 1.4413 -0.5755
H 3.8798 2.5620 -2.3260
C -2.7658 -1.9621 -0.8244
O -1.6474 -1.9452 -1.6890
H -3.0096 -0.9377 -0.5431
H -3.6040 -2.3206 -1.4218
H -2.6375 -2.4789 0.1267
H -0.9085 -1.4617 -1.3124
C -0.5561 -4.4542 1.8170
O 0.2047 -3.4223 2.4896
H -0.3915 -5.4143 2.3059
H -1.6338 -4.3643 1.9538
H -0.4565 -4.5892 0.7400
H -0.0882 -2.5701 2.1586
C -0.6091 3.1519 4.1411
O -0.9472 1.7925 4.4711
H 0.4614 3.3397 4.0582
H -0.9751 3.2463 3.1188
H -1.0412 3.9221 4.7799
H -0.7954 1.1647 3.7608
```

## Properties
expectation value of S² = 0.76
HOMO (spin up / spin down) = -0.3581 / -0.3580 Eh
2S+1 = 2
gap between HOMO and LUMO (spin up / spin down) = 10.16 / 3.01 eV
ΔE to the lowest compared entry with this formula, charge and spin = 95.3 kJ/mol

Atom charges from the Löwdin analysis, given in e for atoms 1 to 8: Cl 0.65; O -0.19; O -0.20; O -0.27; O -0.24; C -0.02; C -0.36; C -0.05


4.
Here is a molecular structure, C12H36K2N6O10 at a distorted geometry from OMol25. Energies are from the ωB97M-V functional and the def2-TZVPD basis.

Structure (XYZ):
```
66
Properties=species:S:1:pos:R:3
K 0.0601 -1.2472 -3.1029
K 3.8086 -0.2093 -0.8001
C 0.8324 0.0270 -0.0917
O 1.0995 0.7390 -1.0680
O 0.2655 -1.0766 -0.3448
O 1.2882 0.2561 1.0255
C -2.2126 0.0341 2.6654
C -1.1575 -0.1332 3.7407
O -0.1256 0.7653 3.4901
H -2.8779 -0.8293 2.6757
H -1.8026 0.1353 1.6605
H -2.8745 0.8818 2.8422
H -0.6997 -1.1187 3.6546
H -1.6796 -0.1705 4.6968
H 0.3056 0.5447 2.6613
C -0.4783 4.4661 0.5468
C -1.1513 3.1826 0.2070
O -0.8713 2.8448 -1.1131
H 0.6116 4.4777 0.5396
H -0.7052 4.7988 1.5597
H -0.8253 5.2394 -0.1386
H -2.2347 3.2800 0.2777
H -0.8588 2.3832 0.8879
H -0.2227 2.1398 -1.1757
C -0.7763 -4.8599 2.6622
C -0.7739 -3.6956 1.6152
O 0.2263 -2.7230 1.8190
H -1.6300 -5.5135 2.4832
H -0.9860 -4.6050 3.7011
H 0.1119 -5.4880 2.5945
H -1.7037 -3.1723 1.3922
H -0.4588 -4.0718 0.6419
H 0.2035 -1.9898 1.1997
C -4.4297 -0.7881 -1.8799
C -3.1585 -0.4798 -0.9962
O -2.2653 -1.5581 -1.0469
H -4.2523 -1.0134 -2.9315
H -5.0464 0.1101 -1.9127
H -4.9377 -1.6824 -1.5190
H -3.5380 -0.3293 0.0144
H -2.6876 0.4134 -1.4067
H -1.4420 -1.3218 -0.6133
C 1.2383 2.6792 -4.2568
O 1.1528 2.9691 -5.4096
N 1.3717 1.4606 -3.8396
N 1.1070 3.4800 -3.2050
H 1.3014 1.2355 -2.8575
H 1.6756 0.7906 -4.5316
H 0.8122 4.4187 -3.4331
H 0.9806 3.1987 -2.2432
C 2.8309 3.4193 1.4462
O 3.2749 4.5228 1.7642
N 2.2104 2.6025 2.3155
N 2.8190 2.9229 0.2424
H 1.8886 1.7078 1.9749
H 2.0571 2.8894 3.2717
H 2.2385 2.1183 0.0537
H 3.1103 3.4569 -0.5638
C 2.1782 -3.9380 -1.8247
O 1.2226 -3.7383 -2.5583
N 2.9427 -4.9471 -1.9883
N 2.4118 -3.2066 -0.7573
H 2.9264 -5.5016 -2.8323
H 3.7190 -5.0470 -1.3499
H 2.9186 -3.5786 0.0332
H 1.6620 -2.5579 -0.5645
```

## Properties
expectation value of S² = 0.75
HOMO (spin up / spin down) = -0.0377 / -0.2362 Eh
2S+1 = 2
gap between HOMO and LUMO (spin up / spin down) = 2.65 / 8.03 eV
net charge = -1

Atom charges from the Löwdin analysis, given in e for atoms 1 to 8: K 0.75; K 0.27; C -1.02; O -0.17; O -0.17; O -0.05; C -0.09; C -0.33


M values (in g mol⁻¹) by entry order: 568.5, 443.4, 375.9, 502.6.